Entry from OMol25: a molecular structure, C40H44N6O3TeY (ωB97M-V/def2-TZVPD).

Charge: +3
HOMO-LUMO gap (Eh): 0.1807
F_max (Eh/bohr): 0.0587
E_LUMO (eV): -10.09
E_HOMO (eV): -15.01

Each line ends with the Löwdin charge.
Cartesian coordinates (Å):
Y 1.324 1.497 -0.933  1.647
C -5.029 0.572 3.429  -0.008
C -4.057 0.482 2.287  -0.194
C -4.285 -0.379 1.210  0.065
C -3.415 -0.477 0.134  -0.020
C -3.711 -1.372 -1.066  -0.268
O -3.166 -1.121 -2.120  0.124
C -4.635 -2.520 -0.909  -0.173
C -5.490 -2.811 -1.972  -0.002
C -6.332 -3.908 -1.899  -0.039
C -6.293 -4.740 -0.786  -0.041
C -5.424 -4.470 0.263  -0.054
C -4.602 -3.356 0.210  -0.045
C -2.292 0.351 0.152  -0.079
O -1.335 0.090 -0.865  0.034
C -2.023 1.228 1.209  -0.104
C -2.914 1.277 2.266  0.049
C -0.793 2.062 1.151  -0.198
N 0.382 1.498 1.127  -0.063
C 0.567 0.115 1.653  -0.292
C 2.058 -0.177 1.777  -0.509
Te 2.420 -2.290 2.032  1.332
C 0.934 -2.452 3.520  -0.577
C 1.246 -2.144 4.840  -0.130
C 0.250 -2.206 5.809  -0.056
C -1.042 -2.579 5.461  -0.058
C -1.345 -2.905 4.143  -0.076
C -0.357 -2.844 3.167  -0.164
C -0.913 3.507 0.990  -0.179
C 0.242 4.308 1.002  -0.035
C 0.146 5.675 0.854  -0.041
C -1.106 6.271 0.711  -0.014
C -2.256 5.491 0.706  -0.019
C -2.163 4.117 0.838  0.009
H -5.767 -0.226 3.388  0.093
H -5.562 1.525 3.399  0.105
H -4.512 0.523 4.389  0.098
H -5.188 -0.976 1.198  0.139
H -5.494 -2.166 -2.841  0.127
H -7.011 -4.119 -2.714  0.120
H -6.937 -5.609 -0.739  0.120
H -5.386 -5.130 1.120  0.115
H -3.912 -3.160 1.024  0.110
H -2.707 1.944 3.097  0.154
H 0.094 -0.640 1.016  0.090
H 0.101 0.032 2.631  0.130
H 2.496 0.369 2.610  0.066
H 2.599 0.104 0.863  -0.013
H 2.256 -1.874 5.120  0.101
H 0.490 -1.979 6.841  0.119
H -1.810 -2.638 6.223  0.117
H -2.344 -3.231 3.878  0.106
H -0.582 -3.127 2.145  0.087
H 1.208 3.864 1.197  0.106
H 1.037 6.289 0.886  0.121
H -1.182 7.347 0.620  0.128
H -3.227 5.957 0.595  0.127
H -3.065 3.522 0.799  0.127
N 5.024 6.174 -3.134  0.205
C 4.237 5.231 -2.634  -0.265
C 4.745 4.206 -1.793  0.022
C 3.904 3.251 -1.324  -0.130
N 2.572 3.202 -1.605  -0.161
C 2.085 4.197 -2.399  -0.121
C 2.846 5.196 -2.912  0.025
H 6.008 6.201 -2.925  0.139
H 4.661 6.902 -3.727  0.139
H 5.794 4.179 -1.527  0.134
H 4.296 2.470 -0.678  0.120
H 1.023 4.171 -2.617  0.122
H 2.389 5.952 -3.538  0.135
C 4.946 -1.426 -3.493  -0.048
C 4.661 -1.978 -2.099  -0.178
N 3.283 -2.481 -1.935  -0.045
C 3.156 -3.955 -1.878  -0.185
C 3.441 -4.624 -3.214  -0.046
C 2.258 -1.663 -1.815  -0.394
C 0.869 -2.229 -1.779  0.010
N 2.419 -0.324 -1.753  -0.032
H 5.962 -1.029 -3.527  0.094
H 4.258 -0.627 -3.779  0.071
H 4.867 -2.212 -4.243  0.082
H 4.868 -1.238 -1.321  0.120
H 5.322 -2.816 -1.896  0.130
H 2.169 -4.220 -1.520  0.106
H 3.863 -4.295 -1.121  0.131
H 2.780 -4.247 -3.998  0.090
H 3.275 -5.696 -3.116  0.095
H 4.475 -4.480 -3.531  0.079
H 0.645 -2.643 -0.793  0.071
H 0.757 -3.022 -2.515  0.106
H 0.146 -1.462 -2.032  0.062
H 3.389 -0.097 -1.952  0.029
O -0.893 2.106 -1.431  0.029
N -0.689 0.937 -1.578  -0.158

Atoms 1-3, force components in eV/Å:
Y 2.979 -0.139 0.480
C 0.052 0.028 -0.008
C -0.140 -0.136 -0.032

=====

Entry from OMol25: a molecular structure, C25H45N2P3RhSe2 (ωB97M-V/def2-TZVPD).

Charge: +3
HOMO-LUMO gap (alpha / beta) (Eh): 0.2524 / 0.1582
Energy above the lowest of the compared OMol25 structures with the same formula, charge and spin (kcal per mole): 22.18
F_max (Eh/bohr): 0.0705
Spin multiplicity: 5
E_LUMO (alpha / beta) (eV): -9.10 / -11.99
E_HOMO (alpha / beta) (eV): -15.97 / -16.30

Each line ends with the Löwdin charge.
Cartesian coordinates (Å):
Rh -0.278 0.025 -1.401  0.078
P -2.647 -0.101 -1.078  0.683
P -0.043 -2.242 -0.729  0.734
P -0.211 2.346 -1.019  0.711
H 3.942 -0.640 -0.135  0.097
C 3.232 0.182 -0.310  -0.120
C 1.842 0.101 0.271  -0.165
H 1.630 -0.780 0.885  0.011
C -3.412 -0.375 -2.734  -0.272
C -3.515 -1.395 -0.094  -0.248
C -3.632 1.339 -0.509  -0.251
C 1.655 -2.938 -0.699  -0.232
C -0.736 -3.104 0.749  -0.241
C -0.810 -3.135 -2.125  -0.265
C 1.450 3.105 -1.017  -0.227
C -1.028 3.389 0.265  -0.235
C -0.967 2.977 -2.562  -0.266
H 3.780 1.124 -0.165  0.090
H 1.566 1.021 0.793  -0.018
H -4.497 -0.401 -2.605  0.070
H -3.069 -1.329 -3.147  0.036
H -3.162 0.448 -3.413  0.027
H -4.592 -1.296 -0.294  0.078
H -3.359 -1.253 0.985  0.024
H -3.196 -2.399 -0.395  0.039
H -4.699 1.079 -0.617  0.079
H -3.431 2.222 -1.130  0.036
H -3.442 1.559 0.552  0.033
H 1.600 -4.028 -0.855  0.077
H 2.146 -2.753 0.266  0.051
H 2.252 -2.483 -1.499  0.053
H -1.137 -4.089 0.458  0.083
H -1.550 -2.515 1.188  -0.018
H 0.028 -3.263 1.524  0.052
H -0.407 -4.152 -2.142  0.065
H -0.578 -2.613 -3.062  -0.006
H -1.893 -3.179 -1.995  0.039
H 1.311 4.196 -0.945  0.072
H 1.967 2.855 -1.952  0.070
H 2.074 2.778 -0.176  0.034
H -0.643 4.417 0.180  0.075
H -0.808 3.016 1.276  0.005
H -2.115 3.413 0.132  0.038
H -0.642 4.007 -2.730  0.071
H -2.056 2.928 -2.495  0.040
H -0.632 2.345 -3.401  -0.031
C 1.080 0.048 -5.123  -0.499
C 2.411 -0.269 -4.775  -0.117
C 3.439 -0.113 -5.723  -0.052
C 3.180 0.266 -7.044  -0.021
C 1.844 0.468 -7.422  -0.037
C 0.800 0.330 -6.490  -0.094
Se -0.426 -0.063 -3.816  0.913
H 2.959 0.174 -1.364  0.059
H 2.636 -0.667 -3.783  0.083
H 4.462 -0.308 -5.436  0.115
H 3.991 0.390 -7.763  0.131
H 1.627 0.727 -8.457  0.125
H -0.256 0.416 -6.799  0.115
C 1.485 1.514 3.652  0.007
N 1.018 0.157 3.806  -0.053
C -0.008 -0.437 3.117  -0.578
Se -1.048 0.275 1.752  1.026
N -0.216 -1.633 3.749  0.134
C 0.584 -1.746 4.889  -0.169
C 0.413 -2.536 6.013  0.024
C 1.142 -2.185 7.157  -0.016
C 1.989 -1.061 7.167  -0.015
C 2.131 -0.255 6.031  0.027
C 1.389 -0.622 4.909  -0.150
H 2.574 1.514 3.742  0.119
H 1.076 2.163 4.435  0.128
H 1.195 1.908 2.677  0.060
H -1.000 -2.239 3.523  0.163
H -0.264 -3.390 5.969  0.132
H 1.058 -2.785 8.062  0.131
H 2.551 -0.834 8.076  0.132
H 2.784 0.612 6.000  0.125

Atoms 1-3, force components in eV/Å:
Rh 0.262 -0.294 3.444
P -1.061 0.022 -1.045
P 0.162 -1.287 -1.256